[1]
Here is a gas-phase ion, C4H10N2O (charge +1) at a distorted geometry from the Open Molecules 2025 dataset. Energies are from ωB97M-V/def2-TZVPD.

Its LUMO energy (spin up / spin down) is -3.839 / -9.453 eV. The value obtained for the energy is -342.81463 a.u. As for the molecular weight: 102.14 g/mol. Its expectation value of S² is 0.757. As for the net charge: +1. As for the multiplicity: 2.

```
17
Properties=species:S:1:pos:R:3:forces:R:3
N -1.452694 0.667411 -0.844842 3.002 2.295 -0.914
C -1.006110 -1.924701 0.470293 0.158 0.394 0.320
C 0.147949 -0.969601 0.032626 -0.061 -0.223 -2.357
C -0.239135 0.502754 -0.069194 -4.683 -0.925 2.913
C 0.979675 1.338822 -0.457812 3.345 1.465 -1.441
N 1.858731 1.580552 0.611381 -3.037 0.355 -2.855
O 1.190091 1.647476 -1.618674 -0.593 -0.362 2.018
H -1.833270 1.558783 -0.543082 -1.050 -0.175 0.046
H -1.246671 0.811074 -1.867706 -0.605 -0.998 0.959
H -0.555297 -2.790365 0.949779 0.105 -0.112 -0.161
H -1.621351 -1.468179 1.258860 0.241 0.147 -0.169
H -1.720028 -2.288729 -0.278120 0.533 0.407 -0.229
H 0.589468 -1.082796 -0.997235 -0.376 -1.179 0.926
H 0.936612 -1.018468 0.738145 0.896 -0.336 0.621
H -0.544296 0.807942 0.997843 0.588 0.083 -1.387
H 1.731321 0.905456 1.288322 -0.070 -1.282 2.198
H 2.785004 1.722570 0.329415 1.605 0.447 -0.489
```
Positions in Å, forces in eV/Å.



[2]
Here is a gas-phase ion, C4H10N2O (charge +1) at a distorted geometry from the Open Molecules 2025 dataset. Energies are from ωB97M-V/def2-TZVPD.

Its LUMO energy (spin up / spin down) is -3.445 / -9.022 eV. The value obtained for the energy is -342.79935 a.u. As for the molecular weight: 102.14 g/mol. Its expectation value of S² is 0.761. As for the net charge: +1. As for the multiplicity: 2.

```
17
Properties=species:S:1:pos:R:3:forces:R:3
O 2.482215 -0.692414 -0.240999 0.317 0.523 -0.548
C 1.395568 -0.270902 -0.027429 -1.077 -1.266 1.743
N 0.801578 0.855307 -0.610022 0.472 -0.105 -0.609
C -0.526898 0.842299 -1.150734 -1.137 -0.170 -1.451
N -0.740215 -0.352503 -1.938383 0.362 0.950 0.112
C 0.538964 -0.914932 1.143155 -0.397 -0.596 0.359
C -0.528137 -0.177008 1.976800 1.148 1.716 -2.430
H 1.484211 1.572052 -0.859057 -0.310 0.298 0.017
H -1.350134 1.043928 -0.471593 0.266 0.016 0.561
H -0.565736 1.665430 -1.864416 0.199 0.596 0.208
H -1.682627 -0.722481 -1.965139 0.025 -0.083 0.523
H -0.487694 -0.107628 -2.889546 0.371 -0.688 -0.059
H 1.362645 -1.130278 1.833004 -0.101 -0.536 -0.313
H 0.070805 -1.830790 0.728741 0.714 0.277 0.132
H -1.208782 0.327226 1.281600 -0.765 -0.753 0.413
H -0.995654 -0.823307 2.693395 -0.212 -0.069 0.259
H -0.050107 0.715995 2.360629 0.125 -0.110 1.084
```
Positions in Å, forces in eV/Å.



[3]
Here is C4H10N2O2 in the gas phase at a distorted geometry from the Open Molecules 2025 dataset. Energies are from ωB97M-V/def2-TZVPD.

Its LUMO energy (spin up / spin down) is 0.479 / 0.480 eV. The value obtained for the energy is -418.18747 a.u. As for the molecular weight: 118.14 g/mol. As for the net charge: 0.

```
18
Properties=species:S:1:pos:R:3:forces:R:3
C -0.446447 -0.937816 -1.011699 -1.807 0.483 -0.241
C -1.645394 -0.438470 -0.307789 -0.017 -0.487 -1.010
C 0.293041 -2.147035 -0.575339 0.802 0.276 0.569
N 0.320730 2.442379 0.775177 -0.139 0.002 -0.048
C -0.048270 1.068660 0.619350 1.081 -0.129 0.633
O 1.116939 0.269189 0.076375 0.821 0.747 -0.030
O 2.445047 0.488434 0.659488 -0.986 0.181 0.201
N -1.008451 0.870176 -0.375451 0.878 -1.483 -0.021
H 2.575254 1.435827 0.479136 -0.145 -0.096 -0.032
H -0.331623 -0.674455 -2.055121 -0.271 0.130 0.114
H 0.057638 2.783368 1.691359 0.101 -0.011 -0.102
H -0.161873 2.994952 0.073898 0.138 -0.035 -0.018
H -1.803762 -0.884702 0.681695 0.030 0.147 -0.095
H -2.548982 -0.467652 -0.918287 -0.127 0.125 0.270
H -0.231289 0.612851 1.605174 -0.156 0.071 -0.092
H 1.336078 -2.129457 -0.892037 -0.064 -0.058 -0.015
H -0.196080 -3.018188 -1.033929 -0.098 0.197 -0.006
H 0.277443 -2.268061 0.507999 -0.040 -0.063 -0.075
```
Positions in Å, forces in eV/Å.



[4]
Here is 2 unconnected molecules or ions with the total composition C4H10N2O2 at a distorted geometry from the Open Molecules 2025 dataset. Energies are from ωB97M-V/def2-TZVPD.

Its LUMO energy is 0.675 eV. The value obtained for the energy is -418.39906 a.u. As for the molecular weight: 118.14 g/mol. As for the SMILES: CC(N)=O.CC(N)=O. As for the net charge: 0.

```
18
Properties=species:S:1:pos:R:3:forces:R:3
C 0.588596 1.866052 0.775221 -0.813 -1.859 -2.332
C 1.036004 1.561213 2.230095 -1.010 1.637 1.189
N 0.059071 2.250010 3.056814 0.732 -2.031 2.240
O 1.994633 0.990504 2.728434 -1.591 0.526 -1.359
H 0.941326 1.183344 -0.105770 0.414 1.328 1.875
H 0.664849 2.959642 0.437703 -0.154 -1.661 0.841
H -0.496692 1.473860 0.721557 1.287 1.287 0.285
H -0.145035 1.850824 4.042371 0.977 0.976 -2.348
H -0.772011 2.661480 2.667192 0.142 -0.224 -0.443
C -1.207949 -1.911512 -0.981818 0.432 -1.369 -2.310
C -0.291820 -1.322428 -2.087677 1.691 0.180 0.845
N 0.505750 -2.192638 -2.817949 -2.271 -2.730 1.399
O -0.132107 -0.108870 -2.150646 -0.401 -0.892 -0.297
H -1.094110 -3.024746 -0.838743 0.289 1.297 0.261
H -2.195075 -1.820560 -1.411111 -0.593 0.351 0.319
H -1.057586 -1.275569 -0.134217 -0.127 -0.054 0.608
H 1.248003 -1.889996 -3.387175 0.623 0.679 -0.661
H 0.354155 -3.250602 -2.744286 0.373 2.558 -0.112
```
Positions in Å, forces in eV/Å.